Entry 1:
The following is a DFT calculation (ωB97M-V/def2-TZVPD) of a structure of composition C17H26ClMoNO in a non-equilibrium geometry.

The geometry in XYZ format:
```
47
Properties=species:S:1:pos:R:3
C -0.0148 0.2396 -5.4045
C 1.3616 0.8061 -5.7823
C -0.2333 -1.0886 -6.1420
C -1.0992 1.2407 -5.8272
Cl -0.1137 -0.0591 -3.5627
H -0.1815 -0.9014 -7.2207
H -1.2141 -1.5069 -5.9315
H 0.5406 -1.8130 -5.9013
H 1.3857 0.9551 -6.8685
H 2.1666 0.1188 -5.5349
H 1.5431 1.7746 -5.3230
H -1.0345 1.3842 -6.9123
H -0.9526 2.2139 -5.3653
H -2.0974 0.8706 -5.6089
C 1.2772 -1.8461 2.1212
C 0.6492 -2.7979 1.2471
C 1.0156 -2.4491 -0.1145
H 0.1629 -3.7283 1.5518
C 1.7765 -1.2156 -0.0599
C 1.9356 -0.8671 1.3252
H 2.5790 -0.0764 1.7099
H 1.3279 -1.9207 3.2057
H 0.8147 -3.0446 -1.0062
H 2.1980 -0.6894 -0.9264
C -2.0635 0.4692 1.4284
C -2.0597 -0.7492 2.2003
C -2.3678 -1.8452 1.3366
H -2.0048 -0.7976 3.2825
C -2.5967 -1.3175 0.0085
C -2.4245 0.1259 0.0693
H -2.5043 0.8253 -0.7593
H -2.0193 1.4614 1.8435
H -2.5306 -2.8730 1.6630
H -2.9402 -1.8847 -0.8465
Mo -0.5190 -0.8636 0.4283
C 2.1273 1.2979 5.0803
N 0.7683 1.7888 5.0365
C 0.1688 2.4324 6.1987
C 0.0904 1.6940 3.8620
O 0.6330 1.3431 2.8034
H 2.5768 1.6190 6.0232
H 2.6880 1.6925 4.2188
H 2.1392 0.1968 5.0158
H -0.2191 3.4308 5.9310
H -0.6847 1.8474 6.5871
H 0.9239 2.5334 6.9817
H -0.9746 1.9736 3.9384
```

Frontier orbital gap (alpha / beta), hartree: 0.19654 / 0.20697
Charge: +2
<S²>: 2.06
Multiplicity: 3

---

Entry 2:
The following is a DFT calculation (ωB97M-V/def2-TZVPD) of an isolated molecule of C6H6O2 in a non-equilibrium geometry.

The geometry in XYZ format:
```
14
Properties=species:S:1:pos:R:3
O 1.9888 -1.9080 -0.7787
C 1.1780 -1.1329 -0.2415
C 1.3552 0.4048 -0.2068
C -0.2281 0.5777 -0.4342
C -1.2344 1.2350 0.2645
C -1.0074 -0.2114 0.5375
C -0.5084 -1.6034 -0.0261
O -1.1216 -2.5669 -0.2951
H 1.8418 0.4564 0.8082
H 2.0980 1.0358 -0.6878
H -0.5170 0.4771 -1.5173
H -1.1730 1.8301 1.3017
H -2.1462 1.6559 -0.2393
H -0.5257 -0.2502 1.5148
```

Frontier orbital gap, hartree: 0.33760
ΔE to the lowest compared entry with this formula, charge and spin, kJ/mol: 471.5
SMILES: O=C1C[C@@H]2C[C@H]2C1=O

---

Entry 3:
The following is a DFT calculation (ωB97M-V/def2-TZVPD) of an isolated molecule of C4H5N in a non-equilibrium geometry.

The geometry in XYZ format:
```
10
Properties=species:S:1:pos:R:3
C -0.3440 -0.9770 -1.2090
C -0.4341 -1.7677 -0.1982
C -0.4207 0.0824 -0.0213
C 0.6524 0.3778 1.0067
N 0.6035 1.1185 -0.2176
H -0.2955 -0.6921 -2.2600
H -1.4107 0.4506 0.2213
H 1.4334 -0.3580 1.1755
H 0.3709 0.9549 1.8882
H 1.2913 0.7509 -0.8682
```

Frontier orbital gap, hartree: 0.40179
ΔE to the lowest compared entry with this formula, charge and spin, kJ/mol: 500.1

---

Entry 4:
The following is a DFT calculation (ωB97M-V/def2-TZVPD) of a cluster of 3 separate species, C17H35N2O11P2 in total in a non-equilibrium geometry.

The geometry in XYZ format:
```
67
Properties=species:S:1:pos:R:3
O 1.1537 -1.1817 3.4673
N 1.5739 -1.4093 2.4393
O 0.6776 -0.8569 1.3188
C 0.3745 0.4307 1.5690
C 1.3698 1.3884 1.4982
C 1.0149 2.6985 1.8038
O 1.9738 3.6536 1.7720
C -0.3028 3.0142 2.1562
C -1.2391 2.0224 2.1782
N -0.8789 0.7582 1.8874
H 2.3731 1.0917 1.2284
H 2.5208 3.5154 2.5577
H -0.5399 4.0368 2.4054
H -2.2700 2.1912 2.4498
H -1.5809 0.0248 1.9113
O 6.0749 -2.7114 -1.6576
P 6.0322 -1.2376 -1.7836
O 7.0731 -0.6629 -0.6602
C 8.2982 -1.3355 -0.3620
C 9.4465 -0.8495 -1.2236
O 4.5926 -0.8738 -1.1015
C 3.6600 -1.8933 -0.7627
C 3.8570 -2.3520 0.6681
O 5.9092 0.1250 -2.6367
C 7.0238 0.6632 -3.3567
C 7.5134 -0.2594 -4.4534
H 8.1898 -2.4171 -0.4530
H 8.5194 -1.1234 0.6851
H 9.2569 -1.0492 -2.2806
H 10.3702 -1.3571 -0.9449
H 9.5967 0.2244 -1.1050
H 3.7186 -2.7288 -1.4582
H 2.6627 -1.4584 -0.8762
H 4.8938 -2.6207 0.8671
H 3.2245 -3.2136 0.8892
H 3.6038 -1.5493 1.3553
H 7.8203 0.9314 -2.6611
H 6.6756 1.5971 -3.7979
H 7.7525 -1.2541 -4.0636
H 8.4047 0.1530 -4.9255
H 6.7456 -0.3857 -5.2170
O -5.2737 1.0293 0.4770
P -6.4730 0.3446 -0.0784
O -7.0410 -0.5931 1.1351
C -7.0095 -0.1707 2.4963
C -8.2703 0.5673 2.9009
O -5.8137 -0.7671 -1.0678
C -4.4280 -0.7435 -1.3749
C -3.6478 -1.5991 -0.3996
O -7.7974 0.2918 -0.9896
C -9.0331 0.8801 -0.5679
C -8.9357 2.3806 -0.3886
H -6.1311 0.4441 2.7021
H -6.9148 -1.0762 3.0979
H -8.3947 1.4822 2.3173
H -8.2272 0.8427 3.9552
H -9.1522 -0.0544 2.7455
H -4.0506 0.2786 -1.3945
H -4.3156 -1.1395 -2.3851
H -3.8854 -1.3418 0.6353
H -2.5730 -1.4721 -0.5600
H -3.8927 -2.6538 -0.5247
H -9.3929 0.3816 0.3332
H -9.7564 0.6551 -1.3509
H -8.1272 2.6503 0.2995
H -9.8725 2.7770 0.0021
H -8.7267 2.8662 -1.3421
```

Frontier orbital gap, hartree: 0.28523
Charge: +1